C4H8O2 | wB97M-V/def2-TZVPD

```
14
Properties=species:S:1:pos:R:3:forces:R:3:lowdin_charge:R:1
C -1.9576 -0.3283 0.4054 0.0 0.0 0.0 -0.007
C -0.5539 -0.5393 -0.1122 -0.3 -0.2 0.0 -0.436
O -0.1947 0.5302 -0.9850 -0.1 0.1 -0.1 -0.077
C 1.0878 0.9972 -0.5970 0.3 0.1 0.0 -0.167
C 1.5900 -0.1331 0.2861 0.3 0.1 -0.1 -0.169
O 0.3964 -0.5480 0.9246 -0.1 0.0 0.0 -0.065
H -2.3156 -1.1854 0.9841 0.2 0.1 -0.1 0.085
H -2.6196 -0.1870 -0.4540 0.1 0.0 0.1 0.087
H -1.9902 0.5699 1.0281 0.0 -0.1 -0.1 0.091
H -0.4784 -1.4845 -0.6790 0.0 0.1 0.0 0.154
H 1.7185 1.1564 -1.4767 -0.2 0.0 0.0 0.123
H 0.9979 1.9412 -0.0419 0.0 -0.2 -0.1 0.124
H 2.3329 0.1603 1.0300 -0.2 0.0 0.0 0.129
H 1.9914 -0.9449 -0.3405 0.0 0.1 0.1 0.128
```
Forces are in eV/Å.

Summary:
calculated total energy = -8372.0840 eV
HOMO-LUMO gap = 10.935 eV
E_HOMO = -9.8 eV
relative energy (zero: lowest compared OMol25 entry of this formula, charge and spin) = 27.6 kcal/mol
SMILES string = CC1OCCO1

=====

C3MnO3 | wB97M-V/def2-TZVPD

```
7
Properties=species:S:1:pos:R:3:forces:R:3:mulliken_spin:R:1
C -1.6720 0.5718 -0.7005 0.3 -0.6 -2.0 0.073
C -1.1544 -0.4219 0.0558 -4.3 2.0 0.8 0.042
O -2.4191 -1.0812 -0.0113 3.5 1.0 0.2 0.482
O 2.2735 0.0759 -0.3252 0.7 -0.3 -0.1 0.007
O -0.6038 0.3242 1.0779 1.0 -2.2 1.5 0.179
C 3.1571 -0.6306 -0.4036 -0.1 0.1 0.1 -0.011
Mn 0.4862 1.1801 -0.2576 -1.1 0.0 -0.4 4.228
```
Forces are in eV/Å.

Summary:
calculated total energy = -40563.5471 eV
HOMO-LUMO gap (alpha / beta) = 6.621 / 5.590 eV
E_HOMO (alpha / beta) = -7.9 / -6.8 eV
spin multiplicity = 6
⟨S²⟩ = 8.919

=====

C8H14N2O3 | wB97M-V/def2-TZVPD

```
27
Properties=species:S:1:pos:R:3:forces:R:3:lowdin_charge:R:1
C -2.4214 -0.9638 -1.4443 -0.7 2.1 2.8 0.010
C -2.2994 0.2842 -0.4698 -2.3 -1.2 -1.4 -0.280
N -1.4527 1.3979 -0.6842 2.2 0.0 0.6 0.112
C -0.1097 1.4962 -0.2616 -1.1 -2.1 -0.7 -0.418
O 0.4777 2.5188 -0.3813 0.7 1.5 -0.1 0.125
C 0.5777 0.2086 0.1219 3.1 -1.4 0.0 -0.257
C 1.7396 0.4466 1.1907 -3.9 3.3 0.7 -0.129
C 3.0460 0.0661 0.5714 1.7 -1.9 2.5 -0.200
C 2.5792 -0.9861 -0.3751 -2.0 -3.2 -0.2 -0.218
N 1.3303 -0.4389 -0.9923 0.4 0.9 -0.8 -0.021
C -1.9570 -0.2278 0.8809 -1.1 1.4 1.8 -0.552
O -1.5824 -1.2541 1.3829 -0.6 -1.7 -1.2 0.097
O -2.1619 0.7704 1.7624 0.1 -1.1 1.3 0.114
H -1.5756 -1.5359 -1.2395 1.2 -1.6 0.3 0.041
H -2.3453 -0.6533 -2.4331 -0.6 0.4 -1.9 0.057
H -3.3701 -1.3915 -1.0566 0.7 -0.4 -1.1 0.106
H -3.3816 0.6917 -0.3796 1.7 -0.5 0.1 0.183
H -1.4619 1.9552 -1.4859 -1.2 1.0 -1.4 0.130
H 0.0216 -0.5701 0.5815 -0.6 0.1 -0.2 0.080
H 1.7320 1.5873 1.2249 0.1 -1.4 0.8 0.119
H 1.0917 0.0486 2.0646 2.7 0.2 -0.4 0.146
H 3.3833 0.8900 0.0843 0.7 2.6 -1.9 0.067
H 3.9879 -0.0600 1.2980 -2.4 -0.8 -1.3 0.165
H 2.1838 -1.8109 0.3346 1.0 0.4 -1.0 0.131
H 3.1553 -1.4934 -1.1946 0.1 0.9 1.0 0.124
H 0.8248 -1.1056 -1.6132 0.5 0.7 1.1 0.116
H -2.0123 0.1300 2.5131 -0.2 1.7 0.5 0.153
```
Forces are in eV/Å.

Summary:
calculated total energy = -17642.9807 eV
HOMO-LUMO gap = 9.197 eV
E_HOMO = -8.6 eV
relative energy (zero: lowest compared OMol25 entry of this formula, charge and spin) = 88.6 kcal/mol
SMILES string = C[C@H](NC(=O)[C@@H]1CCCN1)C(=O)O

=====

C33H31NOP2PdS2 | wB97M-V/def2-TZVPD

```
71
Properties=species:S:1:pos:R:3:forces:R:3:lowdin_charge:R:1
Pd -1.7984 0.1498 -0.0413 0.0 -0.1 -0.1 0.727
S -1.5314 -1.8045 1.3774 0.1 0.0 0.0 0.442
P 0.3889 -1.5228 0.8058 0.0 0.0 0.1 0.550
C -0.0027 -0.1143 -0.2042 0.0 0.0 0.0 -0.565
P 0.5736 1.0991 -1.3665 -0.1 0.1 0.0 0.546
S -1.2733 1.8736 -1.6578 0.1 0.0 0.0 0.450
C 1.2713 0.2131 -2.7430 0.0 0.0 0.0 -0.358
C 2.5679 -0.3021 -2.6328 0.0 0.0 0.0 -0.083
C 3.0777 -1.0780 -3.6565 0.0 0.0 0.0 -0.048
C 2.3024 -1.3341 -4.7837 0.0 0.0 0.0 -0.038
C 1.0169 -0.8224 -4.8912 0.0 0.0 0.0 -0.044
C 0.4895 -0.0526 -3.8651 0.0 0.0 0.0 -0.077
C 1.7772 2.1644 -0.6111 0.0 0.0 0.0 -0.353
C 1.6720 2.4387 0.7551 0.0 0.0 0.0 -0.089
C 2.5610 3.3193 1.3432 0.0 0.0 0.0 -0.050
C 3.5395 3.9345 0.5694 0.0 0.0 0.0 -0.035
C 3.6359 3.6715 -0.7902 0.0 0.0 0.0 -0.040
C 2.7560 2.7832 -1.3886 0.0 0.0 0.0 -0.063
C 1.1019 -2.7690 -0.2443 0.0 0.0 0.0 -0.344
C 0.4911 -3.0207 -1.4775 0.0 0.0 0.0 -0.088
C 1.0219 -3.9813 -2.3165 0.0 0.0 0.0 -0.052
C 2.1472 -4.6988 -1.9228 0.0 0.0 0.0 -0.035
C 2.7436 -4.4601 -0.6931 0.0 0.0 0.0 -0.041
C 2.2266 -3.4907 0.1534 0.0 0.0 0.0 -0.060
C 1.5121 -1.0247 2.0933 0.0 0.0 0.0 -0.362
C 2.8248 -0.6777 1.7549 0.0 0.0 0.0 -0.097
C 3.6890 -0.2456 2.7428 0.0 0.0 0.0 -0.048
C 3.2481 -0.1626 4.0607 0.0 0.0 0.0 -0.035
C 1.9452 -0.5028 4.3938 0.0 0.0 0.0 -0.043
C 1.0660 -0.9301 3.4092 0.0 0.0 0.0 -0.075
H 3.1760 -0.0856 -1.7624 0.0 0.0 0.0 0.108
H 4.0816 -1.4742 -3.5858 0.0 0.0 0.0 0.120
H 2.7099 -1.9320 -5.5883 0.0 0.0 0.0 0.122
H 0.4262 -1.0170 -5.7758 0.0 0.0 0.0 0.120
H -0.5134 0.3492 -3.9366 0.0 0.0 0.0 0.087
H 0.9053 1.9625 1.3582 0.0 0.0 0.0 0.103
H 2.4924 3.5313 2.4016 0.0 0.0 0.0 0.119
H 4.2298 4.6280 1.0309 0.0 0.0 0.0 0.121
H 4.3950 4.1593 -1.3860 0.0 0.0 0.0 0.122
H 2.8300 2.5789 -2.4494 0.0 0.0 0.0 0.118
H -0.3962 -2.4730 -1.7744 0.0 0.0 0.0 0.105
H 0.5563 -4.1815 -3.2719 0.0 0.0 0.0 0.119
H 2.5549 -5.4579 -2.5772 0.0 0.0 0.0 0.121
H 3.6076 -5.0339 -0.3872 0.0 0.0 0.0 0.121
H 2.6873 -3.3117 1.1158 0.0 0.0 0.0 0.112
H 3.1686 -0.7506 0.7293 0.0 0.0 0.0 0.107
H 4.7068 0.0207 2.4921 0.0 0.0 0.0 0.120
H 3.9302 0.1674 4.8330 0.0 0.0 0.0 0.121
H 1.6124 -0.4398 5.4206 0.0 0.0 0.0 0.120
H 0.0459 -1.1921 3.6591 0.0 0.0 0.0 0.084
O -3.6751 -0.4983 -1.1629 0.0 0.0 -0.1 -0.188
C -4.9727 0.1297 -1.0402 0.0 0.0 0.0 -0.201
C -5.7267 -0.3884 0.1681 0.0 0.0 0.0 -0.146
C -4.8779 -0.3966 1.4469 0.0 0.0 0.0 -0.142
C -4.3101 0.9544 1.7681 0.0 0.0 0.0 -0.259
C -4.9987 1.8109 2.6191 0.0 0.0 0.0 0.013
C -4.5116 3.0774 2.8789 0.0 0.0 0.0 -0.013
C -3.3290 3.4730 2.2723 0.0 0.0 0.0 -0.027
C -2.6916 2.5822 1.4381 0.0 0.0 0.0 -0.134
N -3.1630 1.3491 1.1845 0.0 0.0 0.0 -0.009
H -3.7868 -1.4514 -1.2680 0.0 0.0 0.0 0.113
H -5.5309 -0.0378 -1.9609 0.0 0.0 0.0 0.134
H -4.7617 1.1950 -0.9631 0.0 0.0 0.0 0.120
H -6.0816 -1.4047 -0.0201 0.0 0.0 0.0 0.127
H -6.6165 0.2302 0.3055 0.0 0.0 0.0 0.132
H -4.0729 -1.1240 1.3501 0.0 0.0 0.0 0.038
H -5.4972 -0.7249 2.2807 0.0 0.0 0.0 0.129
H -5.9186 1.4675 3.0726 0.0 0.0 0.0 0.131
H -5.0447 3.7455 3.5418 0.0 0.0 0.0 0.127
H -2.9053 4.4530 2.4367 0.0 0.0 0.0 0.121
H -1.7753 2.8578 0.9331 0.0 0.0 0.0 0.066
```
Forces are in eV/Å.

Summary:
charge = +2
calculated total energy = -81976.6760 eV
HOMO-LUMO gap = 6.733 eV
E_HOMO = -14.6 eV
relative energy (zero: lowest compared OMol25 entry of this formula, charge and spin) = 0.0 kcal/mol

=====

- The highest calculated total energy belongs to which entry?
  C4H8O2